(1)
# C23H30N2O4

C23H30N2O4 in the gas phase (ωB97M-V/def2-TZVPD, the OMol25 dataset).

The geometry in XYZ format:
```
59
C23H30N2O4 (ωB97M-V/def2-TZVPD)
N -1.899 -1.678 0.985
H 4.174 -3.243 3.428
H 4.479 -3.072 5.899
C -3.378 0.495 -2.389
C 5.437 -1.276 0.609
H 6.375 -1.512 1.120
C 1.378 -1.794 -0.513
C -3.045 4.613 -0.407
H -1.305 0.999 -0.747
C -1.128 3.990 -2.293
C 0.836 -2.124 1.789
H -1.159 6.068 -2.798
H -3.856 -1.611 1.681
H -0.376 3.749 -3.032
C -1.951 0.873 -2.802
O 2.399 -2.178 3.481
C 2.175 -2.031 2.149
C -4.190 0.017 -3.591
H -3.705 -0.838 -4.057
C -3.325 -1.655 0.730
H 2.897 -3.764 5.504
H 1.069 -1.720 -1.544
N -3.322 -0.559 -1.396
H -4.280 0.813 -4.325
C 3.692 -2.443 4.002
O -1.344 -2.512 -1.038
H 6.213 0.453 -0.405
H -5.188 -0.278 -3.275
C 5.395 0.210 0.267
C -3.701 -0.425 -0.120
H -3.594 -2.568 0.191
H 0.137 -2.335 2.585
H -2.875 6.628 -1.114
C -2.603 3.307 -0.538
C -1.568 5.295 -2.162
H -3.798 4.850 0.330
H -1.566 -1.199 1.805
H 4.317 -1.545 3.945
H 3.427 -1.498 -0.958
H 5.378 -1.892 -0.296
C 0.420 -1.998 0.470
H -1.427 -0.040 -3.096
H 5.497 0.800 1.175
H -3.020 2.537 0.094
C 3.510 -2.869 5.451
C -1.639 2.982 -1.484
O 4.442 -1.652 1.540
H -1.992 1.536 -3.667
C 3.138 -1.773 1.149
C -1.003 -2.095 0.061
H 4.455 0.476 -0.209
C -2.530 5.609 -1.217
H -0.112 1.560 -1.922
C -1.175 1.565 -1.672
H -3.875 1.351 -1.921
H 3.017 -2.078 6.010
O -4.255 0.546 0.354
C 2.711 -1.674 -0.172
H -2.784 -1.387 -1.644
```

Summary:
Energy above the lowest of the compared OMol25 structures with the same formula, charge and spin   1.005 eV
SMILES   CCOc1ccc(C(=O)NCC(=O)N[C@H](C)CCc2ccccc2)cc1OCC
Charge   0


(2)
# C4H3ClN2

C4H3ClN2 in the gas phase (ωB97M-V/def2-TZVPD, the OMol25 dataset).

The geometry in XYZ format:
```
10
C4H3ClN2 (ωB97M-V/def2-TZVPD)
C -0.428 0.024 0.129
H -0.331 2.227 0.172
C 0.267 1.213 0.117
C 1.392 -1.141 0.007
H 1.933 -2.101 -0.246
C 2.166 -0.037 -0.039
H 3.248 -0.059 -0.255
Cl -2.164 -0.019 -0.076
N 0.066 -1.180 0.132
N 1.585 1.167 -0.083
```

Summary:
Energy above the lowest of the compared OMol25 structures with the same formula, charge and spin   0.664 eV
SMILES   Clc1cnccn1
Charge   0


(3)
# C5H11NO2S

C5H11NO2S in the gas phase (ωB97M-V/def2-TZVPD, the OMol25 dataset).

The geometry in XYZ format:
```
20
C5H11NO2S (ωB97M-V/def2-TZVPD)
H 1.462 -0.594 1.718
C 2.112 -0.881 -1.116
C 0.601 -0.810 1.079
H -2.526 0.731 1.907
H 1.273 1.357 -1.040
S -1.825 -0.127 -0.009
H -3.366 1.403 0.539
H -0.068 -1.390 1.669
N -2.576 1.062 1.000
C 0.775 -1.061 -0.353
H 0.284 -1.869 -0.881
H 2.621 -0.014 -0.697
C -0.020 0.124 0.146
H 1.752 -0.780 -2.170
H 2.654 -1.848 -1.045
H -0.365 2.136 -0.393
H 1.020 2.074 0.718
O -2.275 -1.370 0.517
O -2.102 0.232 -1.393
C 0.568 1.624 -0.197
```

Summary:
Energy above the lowest of the compared OMol25 structures with the same formula, charge and spin   2.713 eV
SMILES   C[C@H]1C[C@]1(C)S(N)(=O)=O
Charge   0


(4)
# C4H6Cl3FNO6S2

A molecular structure, C4H6Cl3FNO6S2 (ωB97M-V/def2-TZVPD, the OMol25 dataset).

The geometry in XYZ format:
```
23
C4H6Cl3FNO6S2 (ωB97M-V/def2-TZVPD)
O 1.310 -1.243 3.482
N -0.084 0.841 3.395
Cl -0.299 -1.993 -5.354
S 0.633 -0.391 2.535
C -0.777 -1.326 1.928
O -0.972 -1.623 0.554
Cl -1.738 0.327 -4.368
H -1.685 -0.819 2.298
F 2.418 1.435 4.042
O 1.029 2.987 2.667
O 1.579 0.141 1.578
O 0.549 2.637 4.940
H -0.786 -2.280 2.471
H -0.012 0.251 -2.084
H 0.314 0.981 -0.472
H -1.376 0.544 -0.940
C -0.312 0.278 -1.038
C -0.119 -1.098 -0.395
Cl 0.672 0.678 -5.948
H -1.354 -0.306 -6.590
S 0.973 2.026 3.724
C -0.759 -0.322 -5.685
O 0.797 -1.725 -0.740
```

Summary:
Charge   -1


(5)
# C43H35BrFeN6O9P2Si

A molecular structure, C43H35BrFeN6O9P2Si (ωB97M-V/def2-TZVPD, the OMol25 dataset).

The geometry in XYZ format:
```
98
C43H35BrFeN6O9P2Si (ωB97M-V/def2-TZVPD)
H 5.144 -1.676 -2.392
H -1.933 -1.561 8.479
H -0.453 2.832 -0.757
H 1.313 2.463 2.561
P -1.280 -2.081 -5.043
C 0.264 4.849 -0.591
H 3.622 3.262 0.419
C 2.556 5.078 0.072
H 0.517 -2.311 3.513
C -2.713 -3.055 2.231
O 0.905 -1.721 -3.002
C 0.941 -0.844 2.005
C 0.922 0.994 4.067
H 6.933 -1.056 -0.796
C -2.739 -0.626 2.995
O 1.489 -3.851 -4.067
H -3.436 3.328 -4.489
H 0.874 -2.051 -5.250
O 0.122 -1.935 -5.835
C 1.151 1.409 2.760
C 0.152 2.412 -3.666
H 3.409 5.703 0.306
H -2.214 2.087 1.051
C -1.861 -2.083 -0.377
N -2.242 0.972 -2.404
H 0.504 -0.678 5.357
Br 0.903 -2.392 8.769
H 4.100 1.193 1.480
C -3.403 0.338 -2.171
C -0.411 -2.615 7.394
H 0.937 -1.574 1.203
C -2.294 1.048 1.351
C -0.098 -3.306 6.234
C 1.084 3.431 -3.905
C 5.622 0.123 0.432
O 0.348 -4.024 -1.812
C 1.726 0.805 -4.049
P 0.444 -3.170 -3.006
C -2.157 -3.490 -0.144
C 0.704 -1.266 3.304
H 0.779 4.465 -3.816
H -3.354 -0.488 -1.482
N -2.087 0.151 0.410
O 0.522 0.459 -1.157
C 0.389 3.469 -0.518
N -3.300 -3.020 4.443
Fe -0.569 -0.310 -2.630
C 1.165 0.502 1.702
C -3.470 2.470 -3.832
C -2.646 -2.259 6.596
H -3.643 -1.861 6.738
C -2.294 2.028 -3.218
C 2.706 1.733 -4.318
N -1.151 2.801 -3.420
C 5.925 -0.679 -0.660
H -1.334 3.772 -3.619
C -2.364 -2.939 5.367
C -1.691 -2.097 7.569
O -1.572 -0.792 -4.299
C 2.668 3.694 0.142
O -2.290 -2.579 -5.990
C 3.636 -0.534 -1.383
H -2.727 1.475 3.411
H -0.681 5.295 -0.877
H 0.916 1.719 4.873
C -2.529 -1.604 2.013
H 0.897 -3.715 6.103
C 3.319 0.308 -0.318
H 2.843 -0.842 -2.055
H -5.495 0.117 -2.499
H 1.263 6.739 -0.354
H 1.927 -0.255 -4.088
C 4.925 -1.019 -1.559
H -0.777 -4.002 4.334
C 1.352 5.660 -0.296
N 0.471 1.123 -3.695
C -2.161 -1.136 0.740
C -2.554 -3.919 1.065
H -2.738 -4.970 1.246
O -1.400 -1.705 -1.468
C 2.377 3.084 -4.218
C 4.331 0.601 0.600
C -4.642 1.785 -3.590
H 3.702 1.403 -4.569
C 0.696 -0.345 4.343
C -2.600 0.705 2.662
C 1.592 2.859 -0.152
H -1.982 -4.160 -0.972
C -4.611 0.692 -2.730
Si 1.553 0.952 -0.097
N -3.048 -3.700 3.308
H -5.564 2.090 -4.070
H -3.012 -0.928 3.994
H 3.121 3.854 -4.375
H 1.334 -4.794 -4.070
H 6.387 0.358 1.163
C -1.038 -3.469 5.237
O -0.926 -3.206 -3.890
```

Summary:
Energy above the lowest of the compared OMol25 structures with the same formula, charge and spin   1.252 eV
Charge   -2


(6)
# C5H11N3

A molecular structure, C5H11N3 (ωB97M-V/def2-TZVPD, the OMol25 dataset).

The geometry in XYZ format:
```
19
C5H11N3 (ωB97M-V/def2-TZVPD)
H -1.433 1.284 0.849
H 3.097 -1.020 -0.862
C -0.571 -0.947 -0.291
C -1.220 1.537 -0.166
H 2.023 1.554 0.756
N 0.418 0.026 0.127
H -2.380 -0.140 1.084
H -0.568 -1.621 -1.197
H -2.602 -2.117 0.614
H -2.433 1.334 -0.656
H 0.050 0.394 -1.908
H 3.390 0.666 0.224
H -1.152 -1.843 1.645
C 1.751 -0.170 -0.009
N 2.605 0.542 1.093
N 2.100 -1.251 -0.756
C -1.724 -1.328 0.806
H -0.926 2.642 -0.517
C -0.426 0.458 -0.835
```

Summary:
Energy above the lowest of the compared OMol25 structures with the same formula, charge and spin   7.401 eV
Charge   0


(7)
# C30H82O11

11 unconnected molecules or ions with the total composition C30H82O11 (ωB97M-V/def2-TZVPD, the OMol25 dataset).

The geometry in XYZ format:
```
123
C30H82O11 (ωB97M-V/def2-TZVPD)
H -1.942 3.366 -0.849
H 0.470 -0.044 -5.953
H -2.178 2.437 3.331
C 3.554 -0.630 -2.338
H -2.956 -3.321 5.071
O -3.201 4.291 4.954
C -3.447 2.652 -2.171
H 6.041 1.246 2.008
H 1.668 0.989 0.763
C -3.938 3.273 4.276
C -2.122 -0.992 4.148
H 2.844 -4.241 3.895
C 0.995 -3.420 -0.560
H 4.278 1.636 1.986
H -2.895 -0.871 3.385
C -0.544 0.057 -5.559
O 0.074 -1.240 -3.572
H -2.884 2.115 -4.226
H 4.562 -2.637 -0.827
H -1.311 -0.269 4.052
C 3.058 3.051 -4.088
H -4.388 -1.074 1.530
H 1.345 -3.426 3.956
C -6.449 -0.976 0.766
C -1.596 -2.430 3.967
H -7.629 -2.765 1.180
H -5.902 -2.820 1.697
H -7.079 -1.903 2.616
H -3.574 3.614 -0.206
O 2.202 -5.119 -1.713
C 1.920 2.156 -4.541
O 4.820 0.000 0.859
H -4.891 2.424 6.053
H 5.498 -0.376 -0.947
C 5.136 1.289 1.399
O -2.665 -3.352 4.155
H 2.052 -3.803 2.363
H -3.097 3.561 2.274
O 3.478 3.751 -5.267
O -3.313 1.325 -1.675
C 5.288 2.224 0.225
H -2.792 3.829 -3.884
H -4.718 1.305 4.716
H 1.319 -2.595 -1.195
H -1.387 1.610 0.813
H -1.858 -0.900 -4.222
O 4.189 -2.303 2.558
C -6.798 -2.208 1.604
H 5.318 3.265 0.576
H -0.610 0.301 1.651
H 3.559 0.427 -2.582
H 1.706 -5.256 0.311
H -1.948 -0.091 0.573
H -0.746 -3.705 2.464
H -5.338 0.342 2.042
H -1.204 0.001 -6.426
H -0.314 -0.045 -2.299
H 3.529 4.484 -2.572
H -2.611 -0.836 5.111
H -2.668 4.734 4.287
C 2.632 4.017 -2.983
H 5.151 -1.425 -3.578
H -1.567 2.753 -3.218
H 2.970 -4.167 0.002
H 4.082 -3.353 -2.355
H 4.419 2.192 -0.431
C 2.272 -3.465 3.376
H 4.576 -3.178 2.609
C 2.158 -1.055 2.700
H -6.226 -0.762 -1.201
C -0.018 0.371 -0.379
H 1.430 1.651 -3.705
H -1.892 -2.571 1.855
H 2.155 3.452 -2.182
H -0.846 -2.056 -5.206
C -2.633 2.839 -3.450
H -3.632 1.899 2.637
C -5.129 -0.344 1.211
O -6.297 -1.476 -0.562
H 3.889 2.405 -3.775
H 1.922 4.739 -3.383
C 4.843 -2.725 -1.882
H 1.167 2.758 -5.055
C 4.893 -1.356 -2.522
H 2.846 -1.082 -3.050
H 3.323 -1.734 4.307
H 6.228 2.098 -0.311
C -4.230 2.131 5.241
H -0.830 -2.602 4.737
H -4.499 2.795 -2.428
H -7.243 -0.223 0.786
C 3.000 -2.147 3.342
H 1.227 -0.880 3.241
O -0.646 0.594 -1.641
H 1.967 -1.311 1.654
H 0.955 2.309 -0.158
O 5.853 -0.532 -1.835
H -4.904 3.669 3.943
H -0.252 -2.009 2.305
H 3.845 4.608 -5.023
C 2.033 -4.527 -0.441
H 5.786 -3.272 -1.867
H 2.720 -5.925 -1.641
H 0.247 -0.693 -0.328
H 0.761 -1.843 -3.866
H -2.352 1.142 -1.610
H 3.174 -0.808 -1.331
H -0.605 0.980 -4.988
H 2.281 1.418 -5.257
H 2.660 -0.084 2.724
C 1.200 1.246 -0.191
H 1.921 1.069 -0.987
C -0.876 -1.121 -4.644
H -2.928 4.685 -1.404
C -3.172 2.801 3.051
H 4.590 -0.637 1.555
C -1.092 0.566 0.702
C -2.970 3.630 -1.116
C -1.076 -2.668 2.575
H -3.307 1.692 5.627
H -4.732 0.299 0.422
H 0.770 -3.036 0.436
H 0.093 -3.846 -0.997
```

Summary:
Energy above the lowest of the compared OMol25 structures with the same formula, charge and spin   0.009 eV
SMILES   CC(C)O.CC(C)O.CC(C)O.CC(C)O.CC(C)O.CC(C)O.CC(C)O.CC(C)O.CCO.CCO.CCO
Charge   0


(8)
# C40H44BrN6O3ScSi2

A molecular structure, C40H44BrN6O3ScSi2 (ωB97M-V/def2-TZVPD, the OMol25 dataset).

The geometry in XYZ format:
```
97
C40H44BrN6O3ScSi2 (ωB97M-V/def2-TZVPD)
H 1.857 -3.105 -3.407
H -3.265 1.249 0.657
H 4.816 -3.141 -1.328
C -1.434 -3.730 -3.355
H -2.555 5.378 3.390
C -0.424 -3.832 3.718
H -3.498 3.411 -4.576
H 2.498 -0.596 5.061
H -3.335 -3.589 -0.027
C -1.044 -5.260 1.869
Br -1.869 -6.168 4.445
H 4.847 2.818 4.093
C 2.643 1.111 2.109
H 0.237 -4.624 -4.379
H -2.733 -2.905 1.465
C -3.280 0.249 1.073
N -0.153 1.433 -1.515
H -1.512 5.304 -3.959
C -1.430 2.712 3.083
H -0.108 1.041 3.064
Si -2.962 -1.082 -0.258
H 1.037 -1.786 4.408
N 1.357 -0.849 2.560
C -3.406 -2.727 0.630
C 3.925 3.110 1.592
C 0.879 -1.791 3.323
C -4.383 -0.732 -1.518
C -0.908 -1.899 -1.813
N -1.326 -1.037 -0.831
H -4.727 5.516 2.292
C 0.135 -3.180 1.419
O 0.659 -2.371 0.582
C -1.123 2.554 0.367
H -2.848 -2.681 -2.195
H 3.407 -3.149 -0.274
C 3.719 1.100 4.699
C 4.113 2.077 3.817
H 4.611 3.893 1.888
C 2.512 2.027 0.005
C 0.823 -3.001 -3.130
C 0.173 -2.920 2.831
H -4.127 0.063 -2.212
C -0.646 1.761 2.462
H 3.338 -3.948 -1.824
N 1.436 -1.139 -1.709
H 4.117 0.883 -1.618
H 4.191 -0.087 -0.152
H 3.277 -2.022 -4.529
C 4.280 -0.115 -1.232
H 4.711 -1.191 -3.970
C 3.571 2.110 2.520
H -5.271 -0.419 -0.975
H -4.267 0.096 1.497
H -1.531 -6.162 1.526
Si 3.121 -1.408 -2.035
H 5.305 -0.381 -1.470
H -2.516 4.215 0.302
H -2.562 0.196 1.884
H -4.663 -1.599 -2.109
O -3.952 5.116 1.886
H -4.419 -2.692 1.022
H -0.241 2.059 -4.814
C -0.915 2.456 -1.080
C 3.732 -3.078 -1.310
H 3.629 3.809 -0.408
C -1.023 -4.966 3.237
H -2.058 4.215 -1.628
H 3.248 -0.293 -4.302
C -3.121 4.577 2.887
C 0.056 1.322 -2.823
H 2.103 1.961 -0.995
H -2.181 -4.378 -3.789
C -2.150 3.600 2.285
C -1.211 3.281 -3.328
C -1.962 3.530 0.919
H -0.489 -4.571 -0.083
C -1.454 3.391 -1.969
C 0.486 -1.992 -2.211
H 0.675 0.488 -3.129
O -3.192 4.284 -4.309
H 4.147 1.071 5.690
H -1.510 2.738 4.159
H -0.414 -3.627 4.781
C -0.470 -4.390 0.983
C 2.235 0.104 3.045
N -0.506 1.642 1.144
C -0.448 2.202 -3.765
C 3.629 -1.222 -3.888
C -1.783 4.296 -4.286
H -3.711 4.056 3.653
C 2.783 0.141 4.326
Sc 0.543 -0.456 0.114
N 2.143 1.075 0.849
H -1.370 4.133 -5.291
C -1.808 -2.768 -2.450
C 3.385 3.064 0.332
C -0.092 -3.863 -3.687
```

Summary:
Charge   0


Taking the records one at a time from the top gives lowest unoccupied orbital energy values of 0.6 0.0 0.7 2.2 3.7 0.5 0.4 -1.0 eV.